A 2-piece molecular cluster, C2H2O3 overall. Source: the Open Molecules 2025 dataset; level of theory: ωB97M-V with the def2-TZVPD basis set.

```
7
Properties=species:S:1:pos:R:3:forces:R:3:lowdin_charge:R:1
C -0.4657 -1.0487 -0.4282 -1.1 -1.6 0.2 -0.138
C 0.4368 1.6599 -0.0577 -0.2 0.7 -1.4 -0.135
O -0.4157 -1.2425 0.7648 0.1 0.4 -1.2 -0.002
O 0.2541 1.7361 1.2078 -0.3 0.1 1.3 0.101
O 1.2834 0.8618 0.5465 1.0 -0.2 0.4 0.034
H -0.7887 -1.9098 -1.1243 0.5 1.0 0.6 0.106
H -0.3041 -0.0568 -0.9090 0.0 -0.5 0.1 0.035
```
Forces are in eV/Å.

Properties
energy relative to the best compared isomer or geometry (same formula, charge and spin) = 615.3 kJ/mol
largest force on an atom = 0.0381 Eh/bohr
2S+1 = 1
orbital gap = 9.94 eV